[1]
The following is a quantum chemistry calculation of a structure of composition C34H31MnN6O2, from OMol25.

XYZ file:
```
74
Properties=species:S:1:pos:R:3
Mn -1.38079 0.60680 -0.65973
C -2.53100 -1.81038 0.70909
C -2.92182 -0.95574 1.90743
C -1.90327 0.07774 2.31728
C -1.43997 0.13316 3.62215
C -0.55611 1.12976 3.99686
C -0.16338 2.06798 3.05753
C -0.65427 1.93845 1.77592
N -1.49692 0.96551 1.39984
N -2.61105 -1.10506 -0.58944
C -3.98574 -0.65809 -0.91448
C -4.24301 0.77807 -0.53962
C -5.45471 1.20002 -0.01321
C -5.62289 2.54192 0.28101
C -4.58012 3.42438 0.03690
C -3.40408 2.92126 -0.48136
N -3.23557 1.62582 -0.76625
C -2.10351 -1.99222 -1.65447
C -1.75137 -1.19977 -2.88573
C -1.53417 -1.80358 -4.10969
C -1.19759 -1.00184 -5.18971
C -1.10615 0.36798 -5.01405
C -1.31725 0.88766 -3.75209
N -1.63376 0.12042 -2.70353
H -1.49910 -2.14393 0.83369
H -3.17265 -2.69916 0.66782
H -3.87881 -0.45784 1.72777
H -3.08612 -1.62553 2.75130
H -1.77320 -0.60732 4.33610
H -0.18356 1.17448 5.01184
H 0.52173 2.86788 3.29757
H -0.35160 2.63675 1.00289
H -4.11504 -0.74392 -1.99494
H -4.73071 -1.31121 -0.44951
H -6.24880 0.48574 0.15893
H -6.55531 2.89574 0.70016
H -4.66993 4.47926 0.25134
H -2.56386 3.57247 -0.69173
H -1.20670 -2.49387 -1.28433
H -2.83798 -2.77201 -1.89012
H -1.62823 -2.87631 -4.21183
H -1.01375 -1.44469 -6.15955
H -0.84929 1.02697 -5.82993
H -1.23581 1.94804 -3.56580
O 1.19231 1.48561 -2.68743
C 1.47605 0.84690 -1.69270
N 2.73749 0.53486 -1.28840
C 2.78555 -0.15787 -0.01903
C 1.26563 -0.30114 0.22868
O 0.75558 -0.91971 1.14749
N 0.57178 0.34118 -0.75454
C 3.43620 0.68669 1.08674
C 3.05279 0.55724 2.41773
C 3.67994 1.30693 3.40396
C 4.69815 2.18952 3.07721
C 5.09558 2.30951 1.75353
C 4.46972 1.56082 0.76838
C 3.50599 -1.50631 -0.12015
C 4.54234 -1.66213 -1.03445
C 5.24101 -2.85740 -1.11840
C 4.91188 -3.91518 -0.28464
C 3.88877 -3.76167 0.63830
C 3.19156 -2.56465 0.72619
H 3.52788 0.86980 -1.80704
H 2.26927 -0.13892 2.68289
H 3.37550 1.19170 4.43701
H 5.18503 2.77287 3.84730
H 5.89686 2.98513 1.48496
H 4.80606 1.66742 -0.25508
H 4.82190 -0.85310 -1.69682
H 6.04371 -2.95909 -1.83679
H 5.45157 -4.85038 -0.35165
H 3.63048 -4.57753 1.30103
H 2.40067 -2.45288 1.45344
```

Computed properties:
Kohn-Sham gap (spin up / spin down) = 0.3030 / 0.2988 Ha
total charge = +1
HOMO level (spin up / spin down) = -10.7551 / -10.7539 eV
2S+1 = 2


[2]
The following is a quantum chemistry calculation of a structure of composition C34H31N6O6PtS, from OMol25.

XYZ file:
```
79
Properties=species:S:1:pos:R:3
Pt 1.05524 -0.72160 -1.33623
C 0.78364 -1.54249 1.80471
C 2.19361 -1.03590 2.08482
C 2.54208 0.30658 1.49447
C 3.14211 1.25355 2.31138
C 3.48238 2.49514 1.80635
C 3.20717 2.76396 0.48091
C 2.59502 1.78672 -0.28036
N 2.28306 0.58544 0.21043
N 0.63753 -2.22421 0.50549
C -0.75619 -2.65113 0.30766
C -0.95737 -3.08825 -1.11731
C -1.99166 -3.92677 -1.48882
C -2.15117 -4.23564 -2.82962
C -1.25823 -3.71332 -3.74882
C -0.23659 -2.89562 -3.30321
N -0.09096 -2.60192 -2.01085
C 1.53064 -3.39382 0.38867
C 2.85219 -3.06730 -0.25016
C 3.94562 -3.91174 -0.12761
C 5.14047 -3.54577 -0.72272
C 5.21265 -2.34218 -1.40944
C 4.08131 -1.55631 -1.50034
N 2.93101 -1.93052 -0.93488
H 0.07280 -0.71663 1.81767
H 0.48925 -2.24945 2.59235
H 2.93963 -1.77274 1.78080
H 2.30108 -0.94893 3.16645
H 3.33029 1.00863 3.34653
H 3.94544 3.23705 2.44205
H 3.44002 3.71524 0.02714
H 2.34701 1.97311 -1.31198
H -1.41498 -1.81333 0.53872
H -1.00371 -3.46643 1.00023
H -2.66491 -4.31482 -0.73759
H -2.96216 -4.87423 -3.15043
H -1.34680 -3.92074 -4.80397
H 0.47789 -2.44994 -3.97904
H 1.03761 -4.15349 -0.21919
H 1.69209 -3.83274 1.37970
H 3.85535 -4.83165 0.43311
H 6.00697 -4.18664 -0.64339
H 6.12738 -2.01089 -1.87720
H 4.07029 -0.61312 -2.03570
O 3.23441 1.03394 -3.20571
S 1.98132 0.50090 -3.67898
O 1.60549 0.76436 -5.02225
O 0.88430 0.95111 -2.65797
O 1.91496 -1.00830 -3.35527
O -1.93526 -0.48320 -2.19181
C -1.82460 0.22485 -1.21208
N -2.79763 0.97885 -0.64804
C -2.30373 1.79779 0.43510
C -0.82817 1.32774 0.48714
O -0.01895 1.76326 1.27077
N -0.64827 0.36282 -0.46524
C -3.05569 1.47466 1.72224
C -4.43664 1.65689 1.71406
C -5.19650 1.35384 2.82799
C -4.58346 0.86853 3.97645
C -3.21074 0.70130 3.99806
C -2.44647 1.00467 2.87673
C -2.32366 3.28204 0.11945
C -2.18719 4.19919 1.15829
C -2.15919 5.55502 0.88797
C -2.26734 6.00896 -0.42113
C -2.39352 5.09802 -1.45764
C -2.41570 3.73704 -1.19005
H -3.66193 1.14596 -1.13505
H -4.92106 2.05531 0.83171
H -6.26637 1.50371 2.80541
H -5.17450 0.63661 4.85080
H -2.72328 0.34516 4.89561
H -1.37089 0.91435 2.92670
H -2.10792 3.84851 2.17806
H -2.05831 6.26073 1.70010
H -2.25308 7.06933 -0.63004
H -2.47216 5.44239 -2.47930
H -2.49232 3.03851 -2.01285
```

Computed properties:
Kohn-Sham gap (spin up / spin down) = 0.3063 / 0.1632 Ha
total charge = +1
HOMO level (spin up / spin down) = -11.0153 / -11.0653 eV
2S+1 = 5


[3]
The following is a quantum chemistry calculation of a structure of composition C34H32BBrF4FeN8PSe2, from OMol25.

XYZ file:
```
84
Properties=species:S:1:pos:R:3
Fe 0.37358 -0.36868 -0.12594
C -1.27708 -2.96157 -2.91517
C -0.46625 -1.88275 -2.59845
N -0.42307 -1.73767 -1.26228
N -1.20663 -2.69116 -0.70421
C -1.72915 -3.43462 -1.69406
B -1.95314 -2.41715 0.66408
N -0.96766 -2.13763 1.82270
C -1.07351 -2.55544 3.09621
C -0.25174 -1.77729 3.88976
C 0.31988 -0.86691 3.01080
N -0.12706 -1.08088 1.76269
N -2.72689 -1.06853 0.40213
C -4.05236 -0.77058 0.42097
C -4.21784 0.52908 0.00313
C -2.92712 0.96355 -0.28323
N -2.00942 0.00885 -0.00040
N -2.74041 -3.64593 0.98317
C -2.17749 -4.87415 1.24570
C -3.18889 -5.76727 1.38750
C -4.36203 -5.00122 1.16992
N -4.09854 -3.72667 0.93717
H -1.52713 -3.33300 -3.89808
H 0.06770 -1.21582 -3.25592
H -2.40925 -4.24735 -1.47509
H -1.72439 -3.37645 3.36299
H -0.10016 -1.85680 4.95496
H 1.03420 -0.08492 3.22200
H -4.77191 -1.52321 0.69498
H -5.14991 1.05394 -0.14224
H -2.64062 1.88806 -0.75247
H -1.10418 -5.01163 1.31240
H -3.11697 -6.82687 1.57936
H -5.38993 -5.33395 1.19638
C 0.54350 2.61921 -3.48832
Se -0.21487 2.09277 -1.77832
C 0.07361 3.77900 -0.80330
C -1.01148 4.13458 0.20660
Se -1.32928 2.86204 1.65421
C -2.92823 3.65102 2.37928
H 1.57226 2.94936 -3.37284
H -0.07578 3.41029 -3.89885
H 0.49976 1.74768 -4.13591
H 0.04855 4.54937 -1.57040
H 1.06826 3.77394 -0.36632
H -1.98183 4.29016 -0.26477
H -0.73674 5.05819 0.72274
H -3.68053 3.70777 1.59539
H -2.67347 4.64680 2.74462
H -3.26413 3.01764 3.19582
F 7.01611 1.15866 1.59780
C 5.98391 0.60213 1.02490
C 6.15599 -0.48279 0.17891
F 7.35636 -0.94950 -0.04858
C 5.05410 -1.06646 -0.42388
F 5.24950 -2.09356 -1.23505
C 3.76869 -0.59127 -0.19474
P 2.34809 -1.39988 -0.99313
C 2.65366 -1.13521 -2.73264
C 3.15130 0.13081 -3.08091
C 3.42696 0.42084 -4.40548
C 3.19630 -0.53876 -5.38716
C 2.67430 -1.78419 -5.04709
C 2.38274 -2.08134 -3.72731
C 2.41366 -3.10336 -0.43786
C 2.07111 -3.32641 0.90211
C 2.12476 -4.60514 1.42766
C 2.51878 -5.66700 0.62012
C 2.88854 -5.44275 -0.69919
C 2.83801 -4.16708 -1.23716
C 3.63901 0.49685 0.64844
Br 1.91290 1.21586 0.98184
C 4.71157 1.10238 1.25925
F 4.54360 2.14669 2.05415
H 3.35435 0.87028 -2.31515
H 3.84038 1.38583 -4.67636
H 3.42463 -0.31430 -6.42309
H 2.49451 -2.52658 -5.81551
H 1.94279 -3.03761 -3.48368
H 1.80399 -2.49853 1.54660
H 1.87535 -4.77094 2.46825
H 2.56357 -6.67009 1.02822
H 3.23575 -6.26434 -1.31257
H 3.18807 -4.01020 -2.24644
```

Computed properties:
Kohn-Sham gap (spin up / spin down) = 0.1756 / 0.1620 Ha
total charge = +3
HOMO level (spin up / spin down) = -15.8619 / -15.8615 eV
2S+1 = 5


We obtain strongest force on any atom values of 1.5; 0.5; 1.7 eV/A for the records listed above, in that order.
We obtain ΔE to the lowest compared entry with this formula, charge and spin values of 100.5; 54.4; 160.0 kJ/mol for the records listed above, in that order.